Formula: C22H48BFN3O15S4
Source: the OMol25 dataset
Level of theory: ωB97M-V/def2-TZVPD

Atoms and positions in Å:
N (-5.74, -0.46, 0.98)
C (-5.31, -1.39, -0.07)
C (-4.51, -2.63, 0.50)
C (-4.83, -3.98, -0.24)
C (-4.55, -3.93, -1.82)
C (-3.19, -3.25, -2.11)
N (-2.14, -3.61, -1.40)
N (-0.90, -3.19, -1.44)
C (-0.78, -2.23, -2.35)
C (-1.77, -1.69, -3.24)
B (-1.35, -0.52, -4.27)
O (-0.43, -0.76, -5.28)
O (-1.86, 0.77, -4.16)
C (-3.11, -2.24, -3.15)
C (-4.27, -1.81, -4.06)
C (-4.84, -0.40, -3.77)
O (-5.55, -0.11, -2.89)
F (-4.51, 0.58, -4.67)
H (-6.09, -0.94, 1.81)
H (-4.96, 0.14, 1.22)
H (-4.58, -0.82, -0.70)
H (-6.19, -1.69, -0.67)
H (-4.80, -2.78, 1.57)
H (-3.43, -2.38, 0.45)
H (-5.91, -4.21, -0.13)
H (-4.20, -4.77, 0.25)
H (-5.40, -3.40, -2.27)
H (-4.53, -4.99, -2.16)
H (-2.31, -4.34, -0.69)
H (0.23, -1.79, -2.42)
H (0.13, 0.04, -5.31)
H (-2.18, 0.83, -3.24)
H (-3.87, -1.79, -5.11)
H (-5.07, -2.57, -4.06)
O (3.73, -5.66, 1.04)
S (3.29, -4.89, 2.16)
O (2.75, -5.51, 3.34)
O (2.25, -3.77, 1.64)
C (1.10, -4.21, 0.91)
C (0.07, -4.86, 1.82)
C (4.58, -3.79, 2.65)
H (1.40, -4.89, 0.11)
H (0.67, -3.33, 0.45)
H (0.45, -5.78, 2.26)
H (-0.84, -5.09, 1.27)
H (-0.18, -4.19, 2.65)
H (4.97, -3.29, 1.77)
H (5.36, -4.39, 3.12)
H (4.18, -3.07, 3.37)
O (3.39, 2.95, -5.46)
S (2.96, 3.74, -4.35)
O (2.41, 3.15, -3.17)
O (1.95, 4.87, -4.88)
C (0.79, 4.45, -5.61)
C (-0.25, 3.83, -4.70)
C (4.27, 4.83, -3.87)
H (1.08, 3.76, -6.41)
H (0.38, 5.34, -6.09)
H (0.11, 2.90, -4.26)
H (-1.17, 3.61, -5.26)
H (-0.50, 4.50, -3.88)
H (4.67, 5.32, -4.75)
H (5.04, 4.22, -3.39)
H (3.88, 5.56, -3.16)
O (0.84, 7.00, -0.19)
S (1.46, 7.69, -1.28)
O (2.88, 7.76, -1.41)
O (0.85, 9.17, -1.37)
C (0.92, 10.00, -0.20)
C (2.33, 10.52, 0.04)
C (0.80, 7.09, -2.80)
H (0.54, 9.47, 0.67)
H (0.25, 10.85, -0.38)
H (3.01, 9.71, 0.29)
H (2.34, 11.24, 0.86)
H (2.72, 11.01, -0.86)
H (-0.29, 7.06, -2.73)
H (1.19, 6.08, -2.95)
H (1.12, 7.74, -3.61)
O (4.03, -4.80, 9.50)
S (2.90, -3.97, 9.20)
O (1.59, -4.31, 9.64)
O (2.87, -3.69, 7.62)
C (2.84, -4.82, 6.73)
C (1.48, -5.50, 6.72)
C (3.26, -2.32, 9.71)
H (3.63, -5.53, 6.99)
H (3.06, -4.45, 5.74)
H (1.25, -5.95, 7.68)
H (1.45, -6.29, 5.97)
H (0.70, -4.77, 6.51)
H (4.24, -2.04, 9.35)
H (3.24, -2.30, 10.80)
H (2.49, -1.65, 9.31)

Results
HOMO: -12.0 eV
total charge: +1
HOMO-LUMO gap: 6.634 eV


Formula: C22H48Cl6O14S5
Source: the OMol25 dataset
Level of theory: ωB97M-V/def2-TZVPD

Atoms and positions in Å:
C (-0.04, 3.51, -4.30)
Cl (0.11, 4.76, -3.07)
Cl (1.11, 2.17, -4.09)
H (-1.01, 3.01, -4.32)
H (0.18, 4.02, -5.24)
C (3.51, 3.58, 1.09)
Cl (5.10, 4.40, 0.89)
Cl (2.45, 3.77, -0.33)
H (3.59, 2.53, 1.34)
H (3.09, 4.10, 1.95)
C (0.09, -1.80, -4.98)
Cl (0.72, -2.03, -6.63)
Cl (-1.55, -2.47, -4.77)
H (0.79, -2.18, -4.24)
H (-0.04, -0.73, -4.82)
C (-4.04, 3.66, -1.03)
S (-3.79, 1.82, -0.76)
O (-3.09, 1.65, 0.60)
C (-5.55, 1.45, -0.49)
H (-3.14, 4.17, -1.38)
H (-4.48, 3.90, -0.07)
H (-4.76, 3.85, -1.83)
H (-5.82, 0.39, -0.52)
H (-6.05, 1.94, -1.33)
H (-5.79, 1.89, 0.47)
C (-3.48, -1.05, 2.17)
S (-2.35, -2.57, 2.32)
O (-1.44, -2.16, 3.52)
C (-3.69, -3.72, 2.98)
H (-4.16, -1.03, 3.02)
H (-4.06, -1.12, 1.25)
H (-2.76, -0.23, 2.21)
H (-3.42, -4.69, 3.39)
H (-4.39, -3.97, 2.17)
H (-4.17, -3.17, 3.79)
C (2.83, -5.26, 2.56)
S (3.52, -3.97, 1.48)
O (5.00, -4.05, 1.69)
C (3.18, -4.74, -0.21)
H (1.74, -5.24, 2.53)
H (3.19, -5.26, 3.58)
H (3.11, -6.28, 2.31)
H (2.49, -5.58, -0.20)
H (4.05, -5.19, -0.69)
H (2.80, -3.92, -0.82)
C (1.75, 0.39, -0.85)
S (0.41, -0.73, -1.44)
O (0.91, -2.08, -1.74)
C (-0.57, -0.88, 0.10)
H (2.20, 0.87, -1.73)
H (2.45, -0.17, -0.23)
H (1.40, 1.17, -0.17)
H (-0.93, 0.04, 0.56)
H (-0.03, -1.49, 0.83)
H (-1.36, -1.52, -0.30)
C (-0.71, 3.06, 2.15)
S (-0.19, 4.82, 2.27)
O (-0.94, 5.37, 3.50)
C (-0.87, 5.59, 0.75)
H (-0.12, 2.57, 1.37)
H (-1.77, 2.99, 1.90)
H (-0.61, 2.61, 3.13)
H (-1.94, 5.77, 0.77)
H (-0.72, 4.95, -0.12)
H (-0.34, 6.50, 0.46)
C (-2.07, -4.93, -0.59)
C (-2.62, -5.65, -1.82)
O (-3.61, -6.53, -1.22)
C (-3.79, -6.28, 0.12)
O (-4.64, -6.78, 0.83)
O (-2.86, -5.37, 0.52)
H (-2.18, -3.87, -0.80)
H (-1.04, -5.24, -0.43)
H (-1.83, -6.16, -2.37)
H (-3.08, -5.04, -2.59)
C (5.50, 3.41, -4.12)
C (4.45, 3.50, -3.00)
O (3.47, 4.29, -3.68)
C (3.66, 4.31, -4.98)
O (3.02, 4.96, -5.83)
O (4.82, 3.60, -5.30)
H (6.11, 2.52, -4.22)
H (6.15, 4.29, -4.08)
H (4.90, 4.11, -2.22)
H (4.09, 2.49, -2.82)
C (1.60, -0.66, 5.33)
C (0.71, -0.47, 4.09)
O (1.12, 0.77, 3.54)
C (2.02, 1.44, 4.36)
O (2.32, 2.65, 4.28)
O (2.29, 0.64, 5.35)
H (2.35, -1.43, 5.12)
H (1.06, -0.91, 6.25)
H (-0.29, -0.36, 4.50)
H (0.81, -1.31, 3.41)

Results
HOMO: -8.4 eV
HOMO-LUMO gap: 8.144 eV


Formula: C22H49BNO10P2
Source: the OMol25 dataset
Level of theory: ωB97M-V/def2-TZVPD

Atoms and positions in Å:
C (-0.17, -3.33, 2.06)
C (-0.57, -2.61, 1.15)
B (-1.24, -1.43, 0.19)
C (-0.08, -0.62, -0.69)
C (0.74, 0.25, 0.37)
C (1.80, 1.21, -0.30)
N (2.19, 2.30, 0.65)
C (-2.43, -2.09, -0.73)
C (-3.63, -2.48, 0.26)
C (-4.93, -1.58, 0.04)
O (-5.09, -0.72, 1.19)
C (-5.23, 0.62, 0.84)
C (-6.20, 1.14, -0.28)
O (-4.59, 1.42, 1.47)
H (0.05, -3.76, 3.06)
H (-1.77, -0.61, 0.90)
H (0.66, -1.29, -1.20)
H (-0.51, 0.11, -1.42)
H (-0.04, 0.79, 0.97)
H (1.29, -0.46, 1.04)
H (1.34, 1.63, -1.24)
H (2.71, 0.58, -0.52)
H (3.04, 2.75, 0.30)
H (2.42, 1.85, 1.55)
H (-2.06, -3.05, -1.21)
H (-2.79, -1.44, -1.57)
H (-3.31, -2.27, 1.32)
H (-3.87, -3.58, 0.23)
H (-5.80, -2.30, -0.09)
H (-4.83, -1.05, -0.94)
H (-6.48, 0.30, -0.97)
H (-7.07, 1.66, 0.17)
H (-5.59, 1.87, -0.90)
O (-1.15, 5.25, -3.17)
P (-2.18, 5.19, -4.28)
O (-2.83, 6.69, -4.06)
C (-2.02, 7.82, -4.34)
C (-1.73, 7.96, -5.82)
O (-3.26, 4.28, -3.43)
C (-2.80, 3.10, -2.74)
C (-2.90, 3.33, -1.25)
O (-3.12, 4.97, -5.66)
C (-4.53, 4.78, -5.68)
C (-5.32, 6.07, -5.53)
H (-1.10, 7.78, -3.76)
H (-2.58, 8.70, -4.00)
H (-1.13, 7.11, -6.18)
H (-1.19, 8.88, -6.03)
H (-2.66, 7.95, -6.40)
H (-1.78, 2.85, -3.03)
H (-3.44, 2.27, -3.04)
H (-2.32, 4.20, -0.94)
H (-2.53, 2.45, -0.70)
H (-3.93, 3.51, -0.95)
H (-4.86, 4.02, -4.97)
H (-4.75, 4.37, -6.67)
H (-5.29, 6.42, -4.50)
H (-6.36, 5.90, -5.79)
H (-4.91, 6.85, -6.17)
O (4.17, -5.11, 2.20)
P (5.42, -5.20, 3.06)
O (4.70, -5.69, 4.46)
C (4.10, -6.97, 4.50)
C (5.13, -8.08, 4.43)
O (5.53, -3.58, 3.33)
C (5.42, -2.67, 2.23)
C (4.13, -1.88, 2.36)
O (6.94, -5.40, 3.76)
C (7.49, -4.57, 4.78)
C (6.97, -4.89, 6.17)
H (3.36, -7.07, 3.70)
H (3.55, -7.04, 5.45)
H (5.65, -8.06, 3.47)
H (4.66, -9.05, 4.56)
H (5.89, -7.95, 5.20)
H (5.46, -3.20, 1.28)
H (6.27, -1.99, 2.27)
H (3.26, -2.53, 2.40)
H (4.01, -1.20, 1.51)
H (4.14, -1.30, 3.28)
H (7.40, -3.51, 4.55)
H (8.57, -4.78, 4.77)
H (5.95, -4.53, 6.30)
H (7.60, -4.41, 6.92)
H (6.97, -5.97, 6.35)

Results
HOMO: -4.8 eV
ΔE to the lowest compared entry with this formula, charge and spin: 235.11 kJ/mol
total charge: -1
HOMO-LUMO gap: 5.244 eV


Formula: C22H49CeN2OP3S
Source: the OMol25 dataset
Level of theory: ωB97M-V/def2-TZVPD

Atoms and positions in Å:
Ce (-0.44, 0.45, 0.09)
P (2.30, -1.33, 0.80)
P (1.64, 2.38, -0.45)
P (-1.18, -2.34, -0.40)
H (-0.89, 2.79, -7.64)
C (-1.68, 2.10, -7.30)
C (-2.62, 2.45, -6.41)
H (-2.62, 3.44, -5.94)
C (3.66, -2.48, 0.59)
C (2.89, 0.04, 1.81)
C (1.16, -2.19, 1.94)
C (0.70, 3.47, -1.57)
C (2.12, 3.53, 0.88)
C (3.17, 2.10, -1.41)
C (-2.46, -2.08, -1.68)
C (-2.05, -3.47, 0.77)
C (0.01, -3.48, -1.21)
H (-1.73, 1.13, -7.82)
H (-3.47, 1.79, -6.21)
H (3.84, -2.86, 1.60)
H (4.57, -2.00, 0.21)
H (3.41, -3.30, -0.09)
H (3.44, -0.41, 2.65)
H (2.05, 0.61, 2.23)
H (3.55, 0.72, 1.27)
H (1.76, -2.72, 2.69)
H (0.53, -2.92, 1.42)
H (0.53, -1.45, 2.45)
H (1.20, 4.45, -1.59)
H (-0.33, 3.61, -1.20)
H (0.64, 3.08, -2.60)
H (3.13, 3.92, 0.70)
H (2.10, 3.00, 1.84)
H (1.41, 4.36, 0.95)
H (3.80, 3.00, -1.31)
H (2.91, 1.93, -2.47)
H (3.72, 1.21, -1.04)
H (-2.98, -3.03, -1.89)
H (-2.03, -1.69, -2.62)
H (-3.19, -1.35, -1.31)
H (-2.70, -4.15, 0.21)
H (-2.67, -2.86, 1.44)
H (-1.36, -4.06, 1.38)
H (-0.54, -4.12, -1.92)
H (0.54, -4.14, -0.48)
H (0.77, -2.90, -1.76)
C (-0.42, 0.42, -3.37)
C (0.68, -0.04, -4.13)
C (0.35, -0.79, -5.26)
C (-0.98, -0.94, -5.66)
C (-2.02, -0.29, -4.99)
C (-1.71, 0.55, -3.93)
O (-0.27, 0.55, -2.06)
H (1.79, -0.92, -0.50)
H (1.70, 0.14, -3.77)
H (1.13, -1.26, -5.86)
H (-1.22, -1.51, -6.56)
H (-3.04, -0.39, -5.37)
H (-2.44, 1.21, -3.44)
C (1.29, 1.59, 5.04)
N (0.02, 0.86, 5.16)
C (0.08, -0.24, 6.16)
C (-0.81, 0.78, 4.09)
S (-0.39, 1.62, 2.63)
N (-1.99, 0.09, 4.20)
C (-2.76, 0.25, 5.44)
C (-2.80, -0.10, 2.99)
H (1.10, 2.67, 4.94)
H (1.84, 1.39, 5.96)
H (1.88, 1.25, 4.17)
H (0.03, 0.23, 7.16)
H (-0.75, -0.94, 6.01)
H (1.04, -0.77, 6.05)
H (-3.33, 1.19, 5.44)
H (-3.46, -0.60, 5.46)
H (-2.11, 0.24, 6.32)
H (-2.97, 0.85, 2.44)
H (-2.29, -0.81, 2.32)
H (-3.75, -0.53, 3.30)

Results
HOMO (spin up / spin down): -14.8 / -14.8 eV
2S+1: 2
ΔE to the lowest compared entry with this formula, charge and spin: 0.00 kJ/mol
total charge: +3
HOMO-LUMO gap (spin up / spin down): 5.585 / 5.661 eV


Formula: C22H49F3N3O10SV
Source: the OMol25 dataset
Level of theory: ωB97M-V/def2-TZVPD

Atoms and positions in Å:
O (11.72, 2.71, -25.82)
V (11.77, 2.16, -27.35)
O (11.50, 3.33, -28.37)
C (8.38, -0.21, -25.37)
F (9.38, -1.10, -25.21)
F (7.17, -0.78, -25.14)
F (8.55, 0.88, -24.58)
S (8.43, 0.56, -27.16)
O (8.61, -0.60, -28.09)
O (7.11, 1.30, -27.36)
O (9.63, 1.45, -27.07)
C (9.90, 8.36, -27.44)
C (8.70, 7.36, -27.64)
C (9.06, 6.36, -28.75)
C (8.09, 5.17, -28.91)
C (8.20, 4.41, -27.61)
C (8.00, 5.17, -26.30)
N (8.51, 6.57, -26.38)
O (8.14, 7.42, -25.39)
C (6.50, 5.19, -26.05)
C (8.69, 4.39, -25.14)
C (7.48, 8.19, -28.15)
H (10.78, 7.78, -27.18)
H (9.61, 9.25, -26.89)
H (10.17, 8.74, -28.43)
H (9.14, 6.86, -29.71)
H (10.10, 6.04, -28.68)
H (8.20, 4.49, -29.75)
H (7.04, 5.46, -28.93)
H (9.16, 3.90, -27.60)
H (7.41, 3.69, -27.80)
H (5.92, 5.47, -26.92)
H (6.24, 4.16, -25.81)
H (6.28, 5.79, -25.16)
H (8.25, 4.55, -24.16)
H (8.46, 3.36, -25.43)
H (9.77, 4.46, -25.09)
H (7.58, 8.62, -29.14)
H (7.20, 9.00, -27.47)
H (6.56, 7.61, -28.14)
H (8.94, 7.54, -24.88)
C (14.70, 3.99, -27.53)
O (14.20, 2.65, -27.63)
C (14.46, 2.04, -28.95)
C (13.90, 0.62, -28.82)
N (12.48, 0.69, -28.96)
C (11.93, -0.67, -28.63)
C (12.13, -1.07, -27.18)
O (11.94, 0.03, -26.31)
C (12.21, -0.41, -24.95)
H (15.73, 4.08, -27.89)
H (14.76, 4.22, -26.46)
H (13.99, 4.63, -28.05)
H (15.50, 1.82, -29.18)
H (14.20, 2.56, -29.88)
H (14.17, 0.36, -27.80)
H (14.43, -0.01, -29.53)
H (12.29, 0.83, -29.95)
H (12.34, -1.40, -29.33)
H (10.89, -0.61, -28.94)
H (13.04, -1.66, -27.12)
H (11.30, -1.75, -26.96)
H (12.17, 0.42, -24.23)
H (13.14, -0.94, -24.75)
H (11.54, -1.17, -24.54)
C (12.50, 2.27, -32.62)
O (11.74, 1.74, -31.56)
C (10.53, 1.18, -32.09)
C (9.55, 1.00, -30.95)
N (8.19, 1.09, -31.44)
C (7.15, 1.06, -30.47)
C (5.85, 1.09, -31.21)
O (5.74, 0.14, -32.26)
C (4.41, 0.16, -32.85)
H (13.43, 2.65, -32.20)
H (11.89, 3.10, -32.97)
H (12.77, 1.62, -33.46)
H (10.53, 0.15, -32.45)
H (10.14, 1.86, -32.85)
H (9.81, 1.68, -30.14)
H (9.72, 0.02, -30.51)
H (8.08, 0.45, -32.21)
H (7.06, 1.90, -29.78)
H (7.17, 0.10, -29.95)
H (5.67, 2.11, -31.55)
H (5.10, 0.81, -30.47)
H (3.81, -0.57, -32.32)
H (4.39, -0.25, -33.86)
H (3.99, 1.16, -32.94)

Results
HOMO (spin up / spin down): -10.1 / -10.1 eV
2S+1: 2
total charge: +1
HOMO-LUMO gap (spin up / spin down): 6.862 / 4.125 eV


Number 1: calculated total energy -105503.37081 eV. Number 2: calculated total energy -181561.84989 eV. Number 3: calculated total energy -64824.72729 eV. Number 4: calculated total energy -80241.45864 eV. Number 5: calculated total energy -93217.43383 eV.